A structure of composition C23H36GaN3O3SSi. Source: the OMol25 dataset; level of theory: ωB97M-V/def2-TZVPD.

Values from the calculation:
* E_LUMO: -8.3 eV
* charge: +2

Structure (XYZ):
```
68
Properties=species:S:1:pos:R:3:forces:R:3
Ga -1.09447 0.78452 -0.71333 -0.338 -0.214 0.271
C -0.50114 2.77502 -5.75931 0.020 -0.006 -0.004
C -1.72106 3.34066 -5.39008 -0.016 -0.005 0.036
C -2.20973 3.17119 -4.11086 0.067 0.022 -0.072
C -1.44928 2.42099 -3.21231 -0.062 -0.003 0.192
C -0.23135 1.84586 -3.57207 0.040 0.000 -0.100
C 0.24756 2.02934 -4.85528 -0.052 0.014 0.033
N -1.87408 2.19924 -1.88535 -0.002 0.196 -0.118
N -2.88592 2.77073 -1.43833 0.004 -0.100 0.346
C -3.21361 2.43306 -0.08418 0.247 0.052 -0.365
C -4.30603 3.01540 0.51040 0.043 -0.036 0.068
C -4.58302 2.64916 1.82818 0.009 0.015 -0.040
C -3.77127 1.72976 2.47312 0.028 -0.007 0.012
C -2.68695 1.18577 1.79966 -0.044 -0.034 -0.007
N -2.41944 1.54861 0.54276 -0.266 0.156 -0.138
H -0.13363 2.91546 -6.76685 0.003 0.001 -0.004
H -2.28972 3.91283 -6.10937 -0.001 0.001 -0.006
H -3.15402 3.60023 -3.80947 -0.008 -0.007 0.014
H 0.35014 1.26217 -2.86131 -0.022 -0.002 0.008
H 1.19093 1.59463 -5.15247 0.007 -0.002 -0.007
H -4.90845 3.72365 -0.03991 -0.008 -0.001 -0.004
H -5.43219 3.08122 2.34010 -0.007 -0.003 0.005
H -3.97038 1.42369 3.48995 -0.008 0.007 0.007
H -2.02791 0.44756 2.24591 -0.012 0.023 -0.021
C 2.62121 0.72363 1.47737 0.003 0.038 0.033
C 1.40607 1.49807 1.01340 -0.049 -0.029 0.030
C 1.73325 2.49877 -0.07512 -0.021 0.016 -0.002
C 0.66173 2.12169 2.17473 -0.001 0.039 0.041
O 0.45443 0.51826 0.35442 0.321 0.178 -0.158
Si 0.32582 -1.22065 0.46432 0.007 -0.192 -0.097
S -1.14673 -1.34080 -1.10784 0.030 -0.158 0.014
O 1.66600 -2.01228 0.19213 0.128 -0.005 0.047
C 2.48404 -2.51139 -0.92366 -0.063 0.024 0.006
C 2.62420 -1.40725 -1.95947 -0.013 -0.009 -0.016
C 1.78855 -3.73355 -1.49596 0.048 -0.003 -0.002
C 3.82116 -2.87006 -0.30454 0.008 0.008 -0.016
O -0.23975 -1.38515 1.95544 -0.057 0.067 0.047
C -0.40942 -2.60909 2.76684 0.016 0.027 -0.044
C -0.88619 -3.73035 1.85936 -0.004 -0.010 0.006
C -1.45579 -2.25062 3.80417 0.002 -0.018 0.011
C 0.93243 -2.92226 3.40199 0.006 -0.011 0.013
H 3.29963 1.41854 1.97258 0.011 -0.001 -0.008
H 3.14944 0.26289 0.64582 0.004 -0.006 -0.025
H 2.35113 -0.04730 2.20035 -0.016 -0.003 -0.003
H 2.39314 3.27374 0.31361 0.014 -0.009 0.009
H 0.82828 3.00737 -0.43109 0.004 -0.012 0.010
H 2.23188 2.01614 -0.91677 0.003 -0.002 0.010
H 1.31676 2.83781 2.67061 0.000 0.006 0.016
H 0.37356 1.36535 2.90553 -0.001 -0.019 -0.027
H -0.22437 2.66774 1.84337 0.031 -0.005 -0.019
H 1.64606 -1.11879 -2.35268 -0.005 -0.009 -0.003
H 3.22628 -1.76173 -2.79572 0.010 -0.004 0.001
H 3.12388 -0.53357 -1.53742 -0.001 0.013 0.020
H 0.81580 -3.47927 -1.91697 -0.034 0.019 -0.006
H 1.65877 -4.49453 -0.72658 -0.005 0.002 0.008
H 2.39612 -4.16232 -2.29295 0.004 -0.003 0.001
H 4.27619 -1.99993 0.16923 0.003 0.007 -0.001
H 4.50126 -3.23564 -1.07343 -0.001 -0.010 -0.009
H 3.69842 -3.65186 0.44402 -0.004 0.000 0.011
H -1.82605 -3.46646 1.37188 -0.007 0.002 0.002
H -1.04995 -4.63758 2.44011 -0.005 0.000 0.008
H -0.13852 -3.96468 1.09729 0.015 -0.002 -0.007
H -2.40858 -2.01586 3.32557 0.000 0.003 -0.005
H -1.12706 -1.39918 4.40168 0.004 0.008 -0.005
H -1.61864 -3.09084 4.47830 0.002 -0.010 0.001
H 1.68989 -3.10116 2.63880 0.001 -0.005 -0.011
H 0.85265 -3.81743 4.01867 -0.010 0.003 0.011
H 1.25802 -2.09915 4.03900 -0.002 0.007 0.002
```
Positions in Å, forces in eV/Å.